Entry 1:
Here is a molecular structure, C15H42InN8O3P2S2 from the OMol25 dataset. Energies are from ωB97M-V with the def2-TZVPD basis set.

Last column: Mulliken charge in e.
Geometry (Å):
In: 0.16 -1.37 0.08  1.940
N: -0.14 -3.71 -0.65  -0.463
C: 0.87 -4.58 -0.04  -0.691
C: 2.22 -3.86 0.11  -0.458
N: 2.15 -2.57 0.80  -0.162
C: 2.22 -2.58 2.27  -0.750
C: 0.93 -3.10 2.90  -0.765
N: -0.21 -2.34 2.37  -0.255
H: -1.08 -4.06 -0.47  0.275
H: -0.02 -3.68 -1.66  0.286
H: 1.05 -5.46 -0.65  0.501
H: 0.51 -4.92 0.92  0.269
H: 2.61 -3.68 -0.89  0.186
H: 2.91 -4.54 0.62  0.420
H: 2.91 -1.98 0.46  0.180
H: 2.36 -1.54 2.58  0.401
H: 3.06 -3.17 2.63  0.490
H: 1.02 -3.00 3.98  0.463
H: 0.80 -4.16 2.68  0.254
H: -0.26 -1.44 2.82  0.148
H: -1.08 -2.83 2.53  0.288
C: -3.23 -0.43 1.93  -0.595
N: -2.71 0.88 2.29  0.550
C: -3.75 1.83 2.70  -0.975
P: -1.26 1.43 1.80  -0.716
O: -0.27 0.31 1.65  -0.366
O: -1.40 2.22 0.41  0.111
P: -1.46 1.58 -1.08  0.327
O: -1.33 0.08 -1.00  -1.173
N: -2.90 2.07 -1.66  0.401
C: -3.09 3.49 -1.93  -1.025
C: -3.84 1.15 -2.30  -0.881
N: -0.25 2.42 -1.81  0.278
C: 1.05 2.57 -1.17  -0.511
C: -0.19 2.31 -3.27  -0.840
N: -0.78 2.62 2.80  0.501
C: -0.39 2.24 4.16  -0.987
C: -0.72 4.05 2.50  -0.826
H: -3.58 -0.95 2.82  0.317
H: -2.46 -1.03 1.44  -0.050
H: -4.08 -0.33 1.25  0.336
H: -4.30 1.42 3.55  0.370
H: -4.46 2.01 1.88  0.327
H: -3.31 2.78 2.99  0.277
H: -2.33 4.08 -1.44  0.282
H: -4.07 3.80 -1.55  0.384
H: -3.07 3.70 -3.01  0.359
H: -3.57 0.13 -2.06  0.223
H: -3.84 1.28 -3.39  0.327
H: -4.85 1.36 -1.94  0.306
H: 0.93 2.67 -0.09  0.086
H: 1.52 3.48 -1.55  0.410
H: 1.70 1.72 -1.38  0.036
H: -1.18 2.10 -3.67  0.319
H: 0.48 1.51 -3.58  0.182
H: 0.16 3.25 -3.68  0.377
H: -0.46 1.16 4.28  0.242
H: -1.03 2.72 4.90  0.338
H: 0.64 2.55 4.36  0.361
H: -1.06 4.24 1.49  0.145
H: 0.30 4.42 2.61  0.304
H: -1.34 4.61 3.20  0.403
S: 1.19 -1.50 -2.52  -0.260
C: 2.85 -1.34 -2.81  0.494
N: 3.47 -1.93 -3.81  -0.203
C: 4.93 -1.82 -3.85  -0.604
C: 5.29 -0.58 -3.05  -0.590
S: 3.92 -0.38 -1.85  -0.020
H: 2.99 -2.54 -4.45  0.260
H: 5.28 -1.74 -4.88  0.354
H: 5.36 -2.73 -3.42  0.297
H: 5.30 0.32 -3.66  0.330
H: 6.23 -0.67 -2.51  0.454

* LUMO energy: -0.363 Eh
* 2S+1: 1
* gap between HOMO and LUMO: 7.030 eV
* net charge: +3
* DFT total energy: -79704.574 eV



Entry 2:
Here is 12 unconnected molecules or ions with the total composition C5H33NO13 from the OMol25 dataset. Energies are from ωB97M-V with the def2-TZVPD basis set.

Last column: Mulliken charge in e.
Geometry (Å):
N: -3.32 -1.22 0.14  -0.367
C: -2.97 0.12 -0.10  0.276
O: -3.78 0.99 0.19  -0.674
C: -1.66 0.26 -0.82  -0.473
C: -0.35 0.18 -0.08  2.447
C: 0.38 1.53 0.19  -0.012
C: 1.57 1.75 -0.65  -0.685
O: 2.49 0.66 -0.29  -0.469
H: -2.59 -1.85 -0.11  0.216
H: -4.13 -1.52 0.70  0.239
H: -1.64 1.23 -1.39  0.038
H: -1.77 -0.60 -1.61  0.210
H: -0.48 -0.39 0.85  -1.079
H: 0.33 -0.54 -0.62  -0.426
H: 0.57 1.54 1.35  0.174
H: -0.37 2.40 0.09  0.084
H: 2.12 2.71 -0.45  0.572
H: 1.42 1.69 -1.76  -0.003
H: 3.35 1.15 -0.28  0.263
O: 3.89 -2.89 0.30  -0.753
H: 3.72 -1.98 0.67  0.430
H: 3.72 -3.48 1.10  0.319
O: -0.99 2.10 -3.63  -0.625
H: -0.57 2.95 -3.41  0.309
H: -0.15 1.63 -4.05  0.310
O: 1.65 1.11 3.07  -0.803
H: 1.82 1.10 4.00  0.293
H: 2.20 0.28 2.69  0.474
O: -0.25 -3.44 -2.35  -0.626
H: 0.39 -2.81 -2.16  0.240
H: -0.05 -3.77 -3.11  0.260
O: 0.28 3.94 -1.38  -0.549
H: 0.43 4.77 -1.82  0.266
H: -0.65 3.99 -1.04  0.351
O: 2.64 -0.94 1.73  -1.044
H: 2.22 -0.52 0.93  0.273
H: 1.79 -1.61 1.88  0.744
O: 2.05 -1.75 -1.48  -0.699
H: 2.35 -0.82 -1.68  0.284
H: 2.68 -2.07 -0.81  0.344
O: -2.32 3.54 -0.76  -0.698
H: -2.75 3.02 -0.06  0.281
H: -2.55 3.30 -1.65  0.340
O: 0.38 -2.08 2.44  -0.804
H: -0.31 -1.39 2.55  0.352
H: 0.12 -2.47 1.58  0.438
O: -0.99 -3.24 0.42  -0.618
H: -1.50 -3.86 0.75  0.217
H: -0.74 -3.31 -0.51  0.377
O: -0.80 0.16 2.90  -0.733
H: -1.65 0.70 2.91  0.293
H: 0.03 0.71 2.95  0.425

* LUMO energy: 0.008 Eh
* 2S+1: 1
* gap between HOMO and LUMO: 9.885 eV
* net charge: 0
* SMILES: NC(=O)CCCCO.O.O.O.O.O.O.O.O.O.O.O
* DFT total energy: -33827.695 eV



Entry 3:
Here is a single C4H5NO2 molecule from the OMol25 dataset. Energies are from ωB97M-V with the def2-TZVPD basis set.

Last column: Mulliken charge in e.
Geometry (Å):
O: -0.20 1.57 1.29  -0.439
C: -0.98 0.89 0.66  -0.052
C: -0.60 -0.57 0.45  -0.026
C: -0.06 -1.24 -0.74  -0.280
N: 0.86 -0.65 0.27  -0.451
C: 1.25 0.66 -0.22  0.175
O: 0.65 1.25 -1.08  -0.493
H: -1.94 1.30 0.35  0.364
H: -1.05 -1.18 1.24  0.309
H: -0.07 -0.74 -1.70  0.240
H: -0.03 -2.33 -0.75  0.259
H: 2.17 1.05 0.23  0.393

* LUMO energy: 0.019 Eh
* 2S+1: 1
* gap between HOMO and LUMO: 10.671 eV
* net charge: 0
* SMILES: O=C[C@H]1CN1C=O
* DFT total energy: -9811.370 eV



Entry 4:
Here is a molecular structure, C3H2IrO3 from the OMol25 dataset. Energies are from ωB97M-V with the def2-TZVPD basis set.

Last column: Mulliken charge in e.
Geometry (Å):
O: 0.54 -0.94 0.92  -0.611
C: -0.63 0.83 -0.03  -0.433
C: -1.76 0.24 -0.68  0.379
O: -1.80 -1.07 -0.77  -0.546
Ir: -0.55 -2.14 0.07  1.259
H: -0.56 1.92 -0.09  0.356
C: 0.56 0.25 0.43  0.584
O: 1.73 0.76 0.01  -0.361
H: 2.46 0.15 0.15  0.372

* LUMO energy (spin up / spin down): -0.221 / -0.274 Eh
* 2S+1: 5
* ⟨S²⟩: 6.0135
* gap between HOMO and LUMO (spin up / spin down): 7.693 / 6.968 eV
* net charge: +1
* DFT total energy: -12108.967 eV



Entry 5:
Here is a single C3H4N2O molecule from the OMol25 dataset. Energies are from ωB97M-V with the def2-TZVPD basis set.

Last column: Mulliken charge in e.
Geometry (Å):
N: -0.19 -1.41 0.75  -0.476
C: -0.25 -0.14 0.19  0.589
C: 0.64 0.02 -0.91  -0.356
N: 1.03 1.25 -1.06  -0.348
O: 0.28 1.96 -0.18  -0.156
C: -0.54 1.14 0.53  -0.503
H: 0.56 -1.81 0.18  0.229
H: -1.01 -1.93 1.03  0.230
H: 0.75 -0.73 -1.69  0.388
H: -1.26 1.65 1.16  0.405

* LUMO energy: 0.033 Eh
* 2S+1: 1
* gap between HOMO and LUMO: 9.579 eV
* net charge: 0
* SMILES: Nc1cnoc1
* DFT total energy: -8200.742 eV



Entry 6:
Here is a molecular structure, C34H41ClCoN4P2 from the OMol25 dataset. Energies are from ωB97M-V with the def2-TZVPD basis set.

Last column: Mulliken charge in e.
Geometry (Å):
Co: -2.18 1.36 -2.12  0.165
C: -2.95 0.12 2.69  -0.997
C: -1.96 0.71 2.00  -0.761
C: -0.72 0.07 1.40  0.757
C: -0.88 -0.77 0.10  2.861
C: -1.76 -1.97 0.11  -0.456
C: -2.41 -2.46 1.17  -0.926
C: -2.02 -2.26 2.61  -0.674
C: -2.84 -1.19 3.38  -0.610
C: -3.39 -0.25 -2.65  -0.948
H: -3.90 0.64 2.80  0.450
H: -2.09 1.76 1.68  0.572
H: -0.15 -0.49 2.17  0.579
H: -0.07 0.94 1.13  -0.943
H: -1.16 -0.06 -0.73  -1.171
H: 0.12 -1.12 -0.22  -1.257
H: -1.87 -2.46 -0.87  0.684
H: -3.17 -3.25 1.05  0.387
H: -0.94 -2.03 2.69  0.252
H: -2.17 -3.24 3.11  0.438
H: -3.84 -1.62 3.54  0.329
H: -2.41 -1.05 4.38  0.388
H: -3.50 -0.97 -1.82  0.120
H: -2.84 -0.72 -3.49  0.358
H: -4.41 -0.04 -3.01  0.357
P: 1.96 -1.21 -1.54  -0.095
P: 1.94 2.02 0.58  -0.029
N: 2.29 -2.92 -1.01  0.561
N: 3.20 -1.31 -2.80  0.534
N: 2.48 1.38 2.20  0.682
N: 2.96 3.49 0.81  0.243
C: 3.03 -0.50 -0.24  -0.680
C: 3.18 1.03 -0.35  -1.340
C: 1.39 -3.95 -1.27  -0.473
C: 1.95 -5.16 -0.85  -0.713
C: 3.24 -4.86 -0.31  -0.714
C: 3.42 -3.48 -0.42  -0.076
C: 2.94 -1.10 -4.16  -0.402
C: 4.12 -1.26 -4.88  -0.679
C: 5.16 -1.55 -3.93  -0.614
C: 4.56 -1.60 -2.67  -0.190
C: 1.57 1.35 3.27  -0.710
C: 2.14 0.62 4.31  -0.749
C: 3.44 0.20 3.89  -0.758
C: 3.62 0.67 2.59  -0.416
C: 3.99 3.78 1.72  -0.224
C: 4.65 4.93 1.32  -0.605
C: 4.04 5.36 0.09  -0.583
C: 3.03 4.46 -0.20  -0.384
H: 4.05 -0.92 -0.22  0.169
H: 2.56 -0.80 0.70  0.878
H: 4.20 1.33 -0.04  0.503
H: 3.05 1.38 -1.39  0.690
H: 0.42 -3.73 -1.72  0.359
H: 1.51 -6.14 -0.93  0.414
H: 3.95 -5.55 0.12  0.438
H: 4.27 -2.88 -0.10  0.280
H: 1.94 -0.86 -4.47  0.400
H: 4.25 -1.16 -5.94  0.415
H: 6.21 -1.69 -4.13  0.432
H: 5.01 -1.81 -1.72  0.218
H: 0.63 1.86 3.20  0.580
H: 1.67 0.41 5.26  0.452
H: 4.15 -0.39 4.47  0.468
H: 4.46 0.53 1.92  0.470
H: 4.16 3.18 2.60  0.342
H: 5.48 5.39 1.83  0.430
H: 4.33 6.21 -0.50  0.423
H: 2.33 4.41 -1.02  0.365
Cl: -5.10 -0.48 0.49  -0.087
C: -6.05 0.62 -0.44  0.792
C: -7.44 0.43 -0.41  -0.537
C: -8.27 1.16 -1.27  -0.466
C: -7.68 2.13 -2.10  -0.554
C: -6.31 2.40 -2.06  -0.501
C: -5.45 1.69 -1.17  0.224
C: -4.04 2.05 -0.97  -1.150
H: -7.86 -0.27 0.31  0.396
H: -9.35 1.01 -1.24  0.341
H: -8.33 2.69 -2.78  0.352
H: -5.89 3.16 -2.70  0.410
H: -3.97 3.13 -0.72  0.626
H: -3.67 1.49 -0.11  -0.109

* LUMO energy (spin up / spin down): -0.041 / -0.038 Eh
* 2S+1: 4
* ⟨S²⟩: 3.7705
* gap between HOMO and LUMO (spin up / spin down): 5.828 / 6.753 eV
* net charge: 0
* DFT total energy: -110603.550 eV



ΔE to the lowest compared entry with this formula, charge and spin values (in kJ/mol) by entry order: 141.1 326.4 284.1 99.4 303.3 0.0.